(1)
C48H72AsCa2F9NO38 as an isolated structure, computed with the ωB97M-V functional and the def2-TZVPD basis.

Results
- Highest occupied orbital energy: -10.669 eV
- E_LUMO: -1.6 eV

```
! RIJCOSX wB97M-V def2-TZVPD def2/J DEFGRID3
* xyz 1 1
Ca 24.0517 3.1399 -29.5123
Ca 24.0858 6.3813 -26.6331
As 24.1109 2.5544 -25.4604
F 24.5959 0.7873 -25.1890
F 25.8988 2.6985 -25.8059
F 23.9323 4.3169 -25.8225
F 22.3302 2.2236 -25.3062
F 24.1418 2.8777 -23.7279
F 23.9331 2.3700 -27.3338
C 26.2238 5.8188 -28.6057
O 26.0564 7.0701 -27.8368
O 25.0600 5.0483 -28.3680
C 26.7784 5.9298 -30.0801
F 26.0113 6.6721 -30.9169
F 28.0273 6.3323 -30.1404
F 26.7363 4.7960 -30.7372
C 27.2082 7.8104 -27.5783
C 26.6996 9.0119 -26.8802
H 27.4133 9.8192 -27.0448
H 25.7773 9.4258 -27.2878
H 26.6273 8.8048 -25.8125
H 27.7717 8.1076 -28.4628
H 27.8754 7.2300 -26.9412
H 27.0015 5.3273 -28.0211
N 21.4175 4.6966 -27.8660
O 22.1596 3.9500 -28.4063
O 21.9368 5.6423 -27.2244
O 20.2610 4.6801 -28.0438
C 19.6984 1.4798 -31.2384
C 20.4585 0.9267 -29.9854
C 20.8026 -0.5533 -30.1326
O 22.1942 -0.5736 -30.1347
C 22.7491 0.5992 -29.9466
O 23.9811 0.8080 -29.8731
O 21.7310 1.4977 -29.9500
H 19.1034 0.6376 -31.5915
H 20.3888 1.8889 -31.9759
H 19.0267 2.2992 -30.9826
H 19.9748 1.1613 -29.0372
H 20.4089 -0.9260 -31.0783
H 20.3416 -1.0474 -29.2774
C 30.5930 1.8271 -27.6604
C 29.5700 2.3423 -28.7234
C 29.4894 1.4616 -30.0264
O 28.0960 1.2406 -30.2298
C 27.3653 1.9706 -29.2482
O 26.1343 2.1494 -29.1366
O 28.2944 2.3347 -28.2816
H 30.4838 2.4119 -26.7470
H 31.6068 1.9445 -28.0431
H 30.3264 0.8132 -27.3619
H 29.8531 3.3562 -29.0063
H 30.0881 0.5540 -29.9495
H 30.0088 2.0486 -30.7838
C 29.2724 2.1155 -33.5991
C 27.8054 2.6605 -33.9600
C 26.8888 1.6113 -34.7652
O 25.6894 1.8193 -34.0111
C 25.8949 2.4335 -32.8078
O 25.0697 2.5033 -31.9118
O 27.0718 2.9155 -32.7721
H 29.2304 1.1957 -33.0157
H 29.8643 2.6579 -32.8619
H 29.8147 1.9990 -34.5374
H 27.7453 3.5419 -34.5984
H 27.3792 0.6615 -34.5522
H 26.9118 1.8544 -35.8275
C 30.0260 4.2346 -24.2115
C 28.4407 4.1190 -24.2523
C 27.6837 4.3091 -22.9053
O 26.7437 5.3606 -23.2570
C 26.8767 5.6767 -24.5507
O 26.1763 6.4873 -25.1274
O 27.8224 5.0183 -25.1203
H 30.1658 5.2333 -23.7979
H 30.3175 4.0983 -25.2529
H 30.5297 3.5047 -23.5778
H 28.2719 3.0857 -24.5556
H 28.3037 4.6633 -22.0818
H 27.2438 3.3634 -22.5886
C 19.2921 0.9168 -23.5650
C 19.4098 0.9962 -25.1180
C 20.1282 -0.2542 -25.7334
O 19.4237 -0.2701 -26.9233
C 18.2495 0.5015 -26.9046
O 17.4823 0.6013 -27.8864
O 18.1591 1.0908 -25.7372
H 18.4630 0.3078 -23.2047
H 19.1434 1.8823 -23.0815
H 20.2007 0.5625 -23.0781
H 19.8164 1.9881 -25.3147
H 19.9226 -1.0968 -25.0732
H 21.1677 -0.0522 -25.9917
C 21.7642 4.2510 -35.3718
C 22.2009 5.2579 -34.2497
C 21.0546 5.9055 -33.4914
O 21.5205 5.8533 -32.1078
C 22.5962 4.9955 -32.0467
O 23.1213 4.6508 -30.9966
O 22.8504 4.5346 -33.2933
H 20.8391 3.7162 -35.1566
H 22.5089 3.5057 -35.6513
H 21.4593 4.7678 -36.2818
H 22.8404 6.0605 -34.6171
H 20.0218 5.5597 -33.5336
H 20.9897 6.9750 -33.6920
C 16.9929 5.1722 -26.8934
C 16.3526 4.9940 -28.3223
C 16.8447 3.9070 -29.2199
O 15.8701 2.9201 -29.2745
C 14.7785 3.5060 -28.6147
O 13.7102 2.9285 -28.6228
O 15.0030 4.7378 -28.1290
H 17.0297 4.1683 -26.4704
H 16.3058 5.6946 -26.2279
H 17.9148 5.7335 -26.7412
H 16.4049 5.9186 -28.8972
H 17.7681 3.4069 -28.9277
H 16.9946 4.3738 -30.1934
C 19.9003 5.1764 -21.9986
C 20.0996 6.2306 -23.0926
C 20.7177 7.4347 -22.3994
O 21.8916 7.5710 -23.0972
C 22.0829 6.6025 -23.9301
O 23.1106 6.3661 -24.5508
O 21.0970 5.8528 -24.0613
H 19.3741 5.7471 -21.2335
H 20.8741 4.7378 -21.7811
H 19.2066 4.4154 -22.3561
H 19.0905 6.5148 -23.3912
H 20.8707 7.2051 -21.3449
H 20.1650 8.3676 -22.5104
C 25.9198 10.1953 -31.4928
C 24.7513 10.4614 -30.5514
C 23.4578 10.1956 -31.3321
O 22.8892 9.0569 -30.8114
C 23.6532 8.6196 -29.6978
O 23.3719 7.6995 -28.8788
O 24.7949 9.4642 -29.5606
H 26.8635 10.3941 -30.9848
H 26.0373 10.8395 -32.3642
H 26.0239 9.1813 -31.8791
H 24.8958 11.4001 -30.0164
H 23.6262 9.9885 -32.3889
H 22.7863 11.0125 -31.0676
C 19.1078 8.7326 -27.0439
C 19.9027 8.4991 -28.2924
C 19.7384 7.3358 -29.1133
O 19.1650 7.7955 -30.3049
C 19.4322 9.1179 -30.4362
O 19.3229 9.8332 -31.4491
O 19.7635 9.6041 -29.2407
H 19.3428 9.5991 -26.4258
H 19.2782 7.8599 -26.4134
H 18.0763 8.9720 -27.3023
H 20.9787 8.4675 -28.1212
H 19.0652 6.6501 -28.5989
H 20.7412 6.9814 -29.3518
C 24.6482 12.1653 -23.5003
C 23.6097 11.0938 -23.9708
C 22.6435 11.7571 -24.9822
O 22.4676 10.7022 -25.8745
C 23.4967 9.8145 -25.7492
O 23.6886 8.7668 -26.3489
O 24.2387 10.0364 -24.7270
H 25.3301 11.8043 -22.7304
H 24.0507 12.9150 -22.9814
H 25.1328 12.5651 -24.3910
H 22.9917 10.7852 -23.1276
H 23.0679 12.5896 -25.5433
H 21.7496 12.1245 -24.4781
*
```

***

(2)
A 12-piece molecular cluster, C48H72O24 overall, computed with the ωB97M-V functional and the def2-TZVPD basis.

Results
- SMILES string: Oc1ccc(O)cc1.Oc1ccc(O)cc1.Oc1ccc(O)cc1.Oc1ccc(O)cc1.Oc1ccc(O)cc1.Oc1ccc(O)cc1.OCCO.OCCO.OCCO.OCCO.OCCO.OCCO
- Highest occupied orbital energy: -7.950 eV
- Energy above the lowest of the compared OMol25 structures with the same formula, charge and spin: 703.8 kJ/mol
- E_LUMO: 0.2 eV

```
! RIJCOSX wB97M-V def2-TZVPD def2/J DEFGRID3
* xyz 0 1
O -1.2079 -29.6055 10.5783
C -2.4065 -29.0029 10.0630
C -3.2581 -28.3950 10.9583
C -4.5274 -27.9720 10.5493
C -4.7989 -28.1419 9.1917
O -6.0128 -27.6809 8.6997
C -3.9525 -28.7734 8.2928
C -2.7593 -29.2944 8.7555
H -0.6908 -28.8604 10.9469
H -2.9625 -28.2978 11.9853
H -5.3169 -27.5359 11.1599
H -6.1549 -27.9933 7.7881
H -4.2205 -28.8699 7.2326
H -2.1296 -29.8708 8.0883
O -4.7101 -24.4061 0.8005
C -3.5705 -25.1698 0.9945
C -3.1770 -26.1127 0.1090
C -2.0643 -26.9233 0.3720
C -1.3768 -26.8782 1.6104
O -0.3434 -27.7450 1.8257
C -1.7926 -25.8865 2.5190
C -2.8776 -25.0485 2.2284
H -4.8721 -24.4053 -0.1470
H -3.7274 -26.4088 -0.8472
H -1.7437 -27.5888 -0.4117
H 0.3259 -27.4176 2.4898
H -1.3470 -25.8217 3.4827
H -3.1228 -24.2148 2.9246
O -1.8252 -29.3122 5.6431
C -2.9214 -29.3154 4.8062
C -3.5321 -30.5562 4.4911
C -4.6048 -30.5864 3.6449
C -5.2077 -29.4091 3.1466
O -6.3946 -29.4214 2.4263
C -4.6011 -28.2515 3.4404
C -3.4050 -28.2145 4.1724
H -1.5650 -28.3751 5.6650
H -3.0256 -31.5282 4.8134
H -5.0813 -31.5318 3.2349
H -7.0164 -30.1150 2.7311
H -4.9517 -27.3177 2.9946
H -3.0060 -27.2866 4.4950
O -6.3051 -19.1043 7.3659
C -5.5178 -19.6258 8.3333
C -5.8569 -19.3015 9.6296
C -4.9912 -19.7239 10.6882
C -3.8372 -20.4616 10.3695
O -2.9537 -20.8956 11.3034
C -3.5174 -20.7807 9.0634
C -4.3797 -20.3170 8.0615
H -6.0159 -19.4426 6.5019
H -6.7613 -18.7736 9.8159
H -5.1827 -19.5383 11.7480
H -3.3569 -21.0129 12.1776
H -2.5901 -21.2886 8.8566
H -4.1619 -20.3825 7.0064
O -1.3223 -26.2378 5.9789
C -2.3010 -25.2970 6.2561
C -2.2466 -23.9912 5.7622
C -3.3005 -23.1250 5.9142
C -4.4082 -23.5401 6.7011
O -5.4508 -22.6811 6.5989
C -4.4369 -24.7730 7.3484
C -3.3471 -25.6516 7.1056
H -0.5285 -25.7623 5.7329
H -1.3973 -23.5813 5.1944
H -3.3096 -22.1420 5.5244
H -6.2326 -23.0847 6.9868
H -5.2070 -25.1086 7.9743
H -3.2432 -26.6476 7.5325
O -7.8348 -23.1706 3.6769
C -7.7198 -24.4015 4.3053
C -8.9453 -24.9527 4.7041
C -8.9008 -26.1795 5.3287
C -7.6940 -26.8056 5.6281
O -7.6910 -28.0921 6.2673
C -6.4901 -26.2070 5.3821
C -6.4962 -25.0039 4.6418
H -7.0077 -23.0023 3.3131
H -9.8616 -24.4798 4.3778
H -9.7668 -26.7576 5.6344
H -8.4916 -28.1878 6.7529
H -5.5520 -26.6134 5.6839
H -5.5720 -24.4913 4.3138
O -5.2752 -22.4248 2.6577
C -5.1995 -21.0412 2.4915
C -4.2841 -20.4781 3.5781
O -5.1080 -20.2975 4.7844
H -4.9425 -22.9435 1.8774
H -4.8060 -20.8138 1.4678
H -6.1924 -20.4904 2.6513
H -3.8273 -19.5235 3.3448
H -3.4658 -21.1524 3.7998
H -5.3483 -21.2121 5.0414
O 1.5448 -26.1974 8.0442
C 1.4765 -25.4832 9.2734
C -0.0152 -25.3726 9.8551
O -0.6883 -26.6508 9.8955
H 0.8535 -26.8815 8.0133
H 2.1652 -25.9877 9.9648
H 1.7792 -24.4884 9.0295
H -0.5468 -24.6859 9.1668
H 0.1226 -25.0490 10.8868
H -1.4207 -26.5633 9.2283
O -9.5013 -20.1154 6.5803
C -8.8689 -20.9153 5.6372
C -8.7957 -20.2766 4.3172
O -8.1035 -19.0012 4.2932
H -9.1238 -19.2381 6.5806
H -7.8920 -21.2157 6.0790
H -9.4198 -21.8344 5.5448
H -9.7697 -20.0588 3.9365
H -8.3743 -21.0443 3.7213
H -7.2495 -19.1691 4.7051
O -8.3939 -26.2718 9.0256
C -8.2811 -25.1216 9.7790
C -8.4238 -23.8958 8.8446
O -7.6559 -24.0292 7.6252
H -7.5441 -26.7092 9.1629
H -9.0881 -25.0650 10.5313
H -7.3474 -25.0403 10.2832
H -8.2386 -23.0055 9.4467
H -9.4292 -23.8177 8.5191
H -7.9296 -24.8980 7.2787
O -4.6077 -22.6137 12.9285
C -3.9937 -23.8549 12.4455
C -3.9948 -23.7111 10.8970
O -5.2638 -23.3902 10.4475
H -5.2969 -22.2923 12.2605
H -3.0044 -23.7568 12.8071
H -4.5172 -24.7186 12.9288
H -3.6073 -24.6555 10.5330
H -3.2774 -22.9173 10.6644
H -5.0201 -22.8827 9.7127
O 1.6386 -27.4373 4.0117
C 2.5967 -26.3471 4.1660
C 1.8605 -25.0180 4.3959
O 1.0764 -25.0565 5.5593
H 1.5514 -28.1082 4.7029
H 3.2197 -26.5297 5.0656
H 3.2292 -26.3327 3.2267
H 1.1610 -24.6811 3.5973
H 2.5248 -24.2037 4.2616
H 1.6792 -25.2835 6.2863
*
```

***

(3)
C48H76AsF9N5O2 as an isolated structure, computed with the ωB97M-V functional and the def2-TZVPD basis.

Results
- Highest occupied orbital energy: -9.183 eV
- Energy above the lowest of the compared OMol25 structures with the same formula, charge and spin: 0.0 kJ/mol
- E_LUMO: -1.6 eV

```
! RIJCOSX wB97M-V def2-TZVPD def2/J DEFGRID3
* xyz 1 1
C 4.1705 3.3022 0.5524
C 3.5890 4.1907 -0.5624
C 3.2662 3.3057 -1.7430
N 2.3374 3.9323 -2.7719
C 0.9069 4.1272 -2.1763
C -0.1307 4.3667 -3.2458
C -0.1751 3.2492 -4.2788
C 1.1833 3.2176 -4.9432
C 2.3097 2.9735 -3.9600
C 2.8080 5.2759 -3.2185
H 3.3423 2.6852 0.9011
H 4.5683 3.9038 1.3663
H 4.9588 2.6425 0.1900
H 4.3128 4.9561 -0.8467
H 2.6879 4.6695 -0.1760
H 2.7682 2.3873 -1.4430
H 4.1444 3.0182 -2.3235
H 0.6651 3.1315 -1.8072
H 1.0090 4.8689 -1.3933
H -1.1101 4.5127 -2.7868
H 0.0264 5.3173 -3.7697
H -0.3999 2.3030 -3.7853
H -0.8855 3.4905 -5.0676
H 1.1722 2.4127 -5.6823
H 1.4347 4.1300 -5.4905
H 2.3511 1.9520 -3.5867
H 3.2591 3.1531 -4.4692
H 3.7971 5.1281 -3.6453
H 2.8492 5.8925 -2.3223
H 2.0951 5.7423 -3.8877
C -2.5756 -4.5190 -1.0451
C -3.3265 -4.8805 0.2146
C -3.8750 -3.6376 0.9288
C -2.7553 -2.8819 1.6572
N -3.2683 -1.7846 2.5588
C -2.1050 -1.0815 3.2127
C -1.9320 -1.6543 4.6416
C -3.0849 -2.6321 4.8314
C -4.0849 -2.3019 3.7414
C -4.1421 -0.8084 1.7700
C -3.3841 -0.0310 0.7072
C -4.4918 0.5291 -0.2151
H -2.3542 -5.4133 -1.6337
H -1.5801 -4.1059 -0.8564
H -3.0886 -3.8049 -1.6896
H -2.7210 -5.4372 0.9306
H -4.1707 -5.5010 -0.0929
H -4.6732 -3.9138 1.6267
H -4.4066 -2.9811 0.2356
H -2.1049 -2.5215 0.8629
H -2.1937 -3.5643 2.2968
H -2.3652 -0.0275 3.2487
H -1.2075 -1.2632 2.6307
H -1.9383 -0.7831 5.2943
H -0.9741 -2.1620 4.7155
H -3.5103 -2.5978 5.8311
H -2.7231 -3.6473 4.6489
H -4.6336 -1.4222 4.0770
H -4.7241 -3.1136 3.4165
H -4.5550 -0.1088 2.4956
H -4.9404 -1.4445 1.3984
H -2.6942 -0.6564 0.1516
H -2.8677 0.8150 1.1526
H -5.3201 1.0048 0.3128
H -4.9491 -0.3600 -0.6679
H -4.1808 1.1642 -1.0389
As 0.4148 0.3719 -0.4330
F -0.3722 -1.0257 -1.1042
F -0.5476 0.1793 1.0097
F 1.2462 1.8025 0.1616
F 1.3279 0.5373 -1.9050
F -0.8047 1.4307 -1.1396
F 1.5925 -0.6505 0.3216
N 3.5312 -1.4134 2.2604
C 4.5199 -0.5847 2.7460
C 5.6550 -1.3398 2.9381
C 5.3759 -2.6200 2.4582
C 4.0396 -2.6730 2.1146
H 2.5782 -1.1238 2.1587
H 4.2530 0.4517 2.8831
H 6.6128 -0.9446 3.2340
H 6.0624 -3.4431 2.3357
H 3.4285 -3.4884 1.7709
N 0.2751 -4.9666 3.4617
C -0.0669 -5.6581 2.3206
C 0.1999 -4.8406 1.2456
C 0.6901 -3.6213 1.7312
C 0.7817 -3.7441 3.1060
H 0.1523 -5.3353 4.3855
H -0.5581 -6.6148 2.3807
H 0.0856 -5.0383 0.1925
H 0.8370 -2.6982 1.1919
H 1.0190 -2.9925 3.8424
N -0.6415 3.6480 1.3365
C -0.5116 4.4179 2.4652
C -1.6256 5.2292 2.5428
C -2.3884 5.0105 1.3481
C -1.7531 4.0549 0.6329
H 0.0064 2.9833 0.9294
H 0.3214 4.1471 3.0931
H -1.8711 5.8817 3.3634
H -3.2971 5.5647 1.1821
H -1.9131 3.5863 -0.3247
C -3.7232 3.7346 -4.0685
C -4.6239 3.5079 -5.1001
C -4.9895 2.2012 -5.4348
C -4.3875 1.1179 -4.7749
C -3.5198 1.3798 -3.7373
C -3.2218 2.6808 -3.3413
H -3.4260 4.7457 -3.8096
H -5.1197 4.3182 -5.6170
H -5.7253 2.0310 -6.2083
H -4.6660 0.0942 -4.9840
H -2.9098 0.5830 -3.3202
H -2.5716 2.8467 -2.4928
C 3.3007 1.4734 5.8857
C 2.4415 0.3747 5.9043
C 1.5338 0.1735 4.8787
C 1.5026 1.0618 3.8117
C 2.3165 2.1861 3.8367
C 3.2502 2.3956 4.8407
H 3.9750 1.5431 6.7296
H 2.4035 -0.2249 6.8048
H 0.8379 -0.6489 4.9987
H 0.8488 0.9148 2.9615
H 2.2872 2.8779 3.0023
H 3.9494 3.2182 4.8956
C 2.5522 -6.7496 -4.1292
C 3.6145 -5.7010 -3.8050
O 3.0126 -4.5299 -3.2646
C 2.5496 -3.6311 -4.1066
O 2.7092 -3.6353 -5.2917
C 1.7880 -2.4709 -3.4198
F 1.8724 -1.3751 -4.1480
F 0.4967 -2.8235 -3.3344
F 2.2542 -2.2484 -2.2026
H 3.0103 -7.6324 -4.5670
H 1.7335 -6.3460 -4.7220
H 2.1283 -7.0219 -3.1577
H 4.2038 -5.4764 -4.6935
H 4.2468 -6.1342 -3.0340
*
```

***

| no. | Kohn-Sham gap (eV) |
| --- | --- |
| 1 | 9.07 |
| 2 | 8.16 |
| 3 | 7.63 |